Here is 4 unconnected molecules or ions with the total composition C16H22ClF3O11Si at a distorted geometry from the OMol25 dataset. Energies are from the ωB97M-V functional and the def2-TZVPD basis.

Last column: Löwdin charge in e.
Atoms and positions in Å:
C 4.060686 -2.635113 -0.110423  -0.12
C 2.910605 -3.559402 0.565456  -0.32
C 1.575830 -2.708780 0.882100  -0.70
Cl 1.881587 -1.867392 2.520913  0.48
Si 0.036036 -3.855813 1.213150  0.62
C -1.631791 -2.900648 1.096140  -0.23
C -1.733095 -1.896632 -0.127819  -0.27
O -2.460732 -2.164395 -1.116199  -0.03
C 0.090653 -5.486112 0.215337  -0.25
C -0.124519 -5.285260 -1.366507  -0.25
O -0.319670 -4.186584 -1.913013  0.00
H 3.613052 -2.132293 -1.024946  0.07
H 4.405392 -1.850224 0.651086  0.08
H 4.958696 -3.283287 -0.406968  0.08
H 3.373322 -3.927860 1.549582  0.10
H 2.716846 -4.482353 -0.071775  0.09
H 1.373853 -1.925989 0.080383  0.08
H 0.170751 -4.244204 2.638485  0.00
H -1.686569 -2.251427 2.048802  0.09
H -2.515772 -3.614059 1.122413  0.10
H -1.180994 -0.884224 -0.153254  0.12
H 1.137849 -5.961824 0.306109  0.08
H -0.644339 -6.282692 0.593085  0.09
H -0.076080 -6.256841 -1.988477  0.13
C -1.246273 1.834018 -2.480180  -0.06
C 0.171206 1.424468 -2.720137  -0.32
O 0.894284 2.217828 -1.800247  0.14
C 0.041292 2.436764 -0.759192  -0.54
O 0.381951 2.833750 0.314674  0.17
O -1.246291 2.139924 -1.091221  0.07
F 0.566964 1.749191 -3.975331  0.08
H -1.530470 2.724393 -3.047390  0.13
H -1.953772 1.034701 -2.705115  0.15
H 0.372774 0.365932 -2.531337  0.17
C 0.109232 0.930779 4.986561  -0.07
C 1.156840 0.566232 5.990321  -0.33
O 0.417645 0.413251 7.185452  0.14
C -0.826488 0.014394 6.796485  -0.54
O -1.636299 -0.466970 7.529120  0.17
O -1.029004 0.226068 5.465666  0.07
F 2.044448 1.576264 6.157750  0.08
H -0.106926 2.002518 4.972514  0.15
H 0.371627 0.612792 3.976556  0.12
H 1.690860 -0.361939 5.766913  0.17
C -1.005877 5.657375 -4.127956  -0.06
C -1.664380 6.815707 -4.808838  -0.32
O -2.816675 6.236369 -5.387026  0.14
C -3.144328 5.189649 -4.579238  -0.53
O -4.199767 4.634729 -4.594904  0.18
O -2.118276 4.858055 -3.743236  0.05
F -0.883345 7.305918 -5.800701  0.08
H -0.361477 5.083544 -4.799821  0.15
H -0.422205 5.962011 -3.258282  0.15
H -1.958885 7.625689 -4.135506  0.18

Cartesian forces, eV/Å:
-0.577 -0.496 0.410
1.032 0.738 0.241
0.764 -0.918 -0.345
-0.283 -0.010 -1.086
-0.054 0.205 0.156
-0.194 1.643 0.055
-2.305 -1.452 -2.167
2.326 1.010 3.089
0.319 -0.674 -1.623
-0.308 1.307 -0.066
0.753 -2.981 1.749
0.778 -0.527 1.050
-0.539 -1.081 -1.209
-1.329 1.000 0.375
-1.026 0.382 -1.307
0.045 1.358 0.618
0.453 -0.862 1.181
-0.009 -0.094 -0.139
0.167 -0.975 -1.280
1.071 0.937 -0.324
-0.407 -1.380 0.530
-1.520 0.595 -0.009
0.954 1.164 -0.527
-0.099 1.238 0.681
-1.037 -0.245 -0.423
0.314 0.148 -0.511
-0.460 -0.333 0.305
0.059 0.621 1.337
-0.226 -0.253 -0.789
0.793 0.021 0.147
0.147 -0.091 -0.081
0.220 -0.109 -0.025
0.019 0.056 0.245
0.101 0.053 -0.180
-0.143 0.193 -1.011
0.440 0.465 0.296
-0.217 -0.380 -0.551
-1.216 -0.486 0.789
0.584 0.404 -0.535
0.246 -0.138 0.574
0.182 -0.069 0.045
0.204 -0.039 0.165
-0.180 -0.103 0.097
0.116 0.130 0.058
0.821 -0.258 0.587
0.195 0.317 -0.649
0.120 -0.145 0.742
-1.385 -0.855 -0.096
0.857 0.333 0.008
-0.333 0.336 -0.349
-0.025 0.173 0.003
-0.086 0.205 -0.136
-0.194 -0.138 0.042
0.073 0.062 -0.159

Computed properties:
LUMO level: 0.33 eV
Largest force on an atom: 0.0777 Eh/bohr
Highest occupied orbital energy: -10.057 eV
SMILES: CC[C@H](Cl)[SiH](CC=O)CC=O.O=C1OC[C@@H](F)O1.O=C1OC[C@@H](F)O1.O=C1OC[C@@H](F)O1
Total energy: -68022.45083 eV

Here is a molecular structure, C16H22ClMnO at a distorted geometry from the OMol25 dataset. Energies are from the ωB97M-V functional and the def2-TZVPD basis.

Last column: Löwdin charge in e.
Atoms and positions in Å:
Mn 0.362550 1.103270 0.706969  0.39
C 0.204479 3.272240 0.731258  -0.22
C 1.375634 3.050408 -0.064431  -0.22
C 1.004904 2.275887 -1.202526  -0.20
H 2.365289 3.467202 0.142848  0.09
C -0.410301 2.050345 -1.156915  -0.18
C -0.918393 2.714765 0.007857  -0.23
H -1.972199 2.880699 0.224924  0.09
H 0.166114 3.868338 1.642647  0.08
H 1.669957 1.956783 -2.009907  0.08
H -1.014285 1.602303 -1.947125  0.08
C 0.316192 0.662653 2.926592  -0.23
C -0.859179 1.367146 2.476837  -0.25
C -1.575172 0.490883 1.584643  -0.22
H -1.219258 2.317514 2.871950  0.08
C -0.902405 -0.769387 1.580798  -0.18
C 0.214465 -0.682967 2.458930  -0.24
H 0.813148 -1.531538 2.774099  0.05
H 1.045964 1.054823 3.634930  0.08
H -2.549928 0.674626 1.131008  0.08
H -1.301360 -1.690031 1.157109  0.08
O 0.265589 -0.392960 -0.475763  -0.36
C -0.934076 -2.292518 -1.748924  -0.38
C 0.500411 -2.163557 -2.011854  -0.19
C -1.889783 -1.411970 -2.415117  -0.09
C -1.414903 -3.425083 -0.947750  -0.11
C 1.151529 -1.399082 -0.845658  -0.35
H 0.662398 -1.596229 -2.939837  0.10
H 0.983106 -3.148752 -2.108616  0.10
H 1.329879 -2.094788 -0.003936  0.08
H 2.103874 -0.940335 -1.148744  0.09
H -2.092762 -1.753262 -3.451184  0.06
H -1.509962 -0.382164 -2.483702  0.06
H -2.849346 -1.400113 -1.872989  0.07
H -1.509553 -4.344586 -1.558535  0.06
H -2.404369 -3.212684 -0.522472  0.07
H -0.714533 -3.659925 -0.132088  0.08
Cl 3.107147 -0.496521 1.712496  0.45
C 2.547731 1.005804 1.118850  -0.72
H 2.676622 1.742309 1.915207  -0.02
H 3.174785 1.230456 0.248121  -0.02

Cartesian forces, eV/Å:
3.221 -1.281 -0.399
-0.104 1.463 -1.582
-0.956 0.566 -0.566
-0.078 1.247 -0.493
-0.327 -0.528 0.103
-0.291 1.886 0.223
0.584 1.495 -1.256
0.354 -0.395 0.229
-0.001 -0.286 -0.257
-0.187 -0.118 0.513
0.266 -0.091 0.519
-1.621 0.124 0.894
-0.331 -1.320 1.090
-0.653 -0.991 1.455
0.331 -0.106 -0.511
-0.726 -0.048 2.433
-1.221 -0.434 -0.096
0.158 0.347 -0.378
-0.128 -0.135 -0.267
0.411 0.055 -0.018
0.385 0.397 -0.204
0.646 -1.860 -1.881
-0.107 -0.334 -0.051
0.692 0.106 -0.209
-0.546 0.485 -0.223
-0.117 -0.296 0.335
-0.908 1.548 0.697
0.032 -0.068 0.052
0.035 -0.064 -0.159
0.210 -0.133 -0.005
0.444 -0.394 -0.040
-0.132 0.053 -0.045
-0.064 -0.304 0.121
0.162 0.110 -0.202
-0.042 -0.108 0.037
0.144 -0.124 0.062
-0.185 0.031 -0.091
1.611 -2.339 1.027
-1.299 1.553 -0.959
0.384 0.111 -0.076
-0.050 0.179 0.180

Computed properties:
LUMO level (alpha / beta): 5.60 / 5.47 eV
Largest force on an atom: 0.0679 Eh/bohr
Highest occupied orbital energy (alpha / beta): 1.927 / 1.874 eV
Total charge: -2
2S+1: 5
Total energy: -62830.75030 eV
Expectation value of S²: 6.076

Here is a molecular structure, C16H22FeI2N4 from the OMol25 dataset. Energies are from the ωB97M-V functional and the def2-TZVPD basis.

Last column: Löwdin charge in e.
Atoms and positions in Å:
Fe 0.390643 0.568662 0.351241  0.79
C 0.171948 -0.607833 4.379579  0.00
C -0.100585 0.604138 4.993408  0.02
C -0.238801 1.747961 4.216607  0.04
C -0.092387 1.649631 2.847141  -0.17
N 0.178303 0.466434 2.256778  0.00
C 0.306498 -0.635480 3.004331  -0.07
C -0.278372 2.763476 1.891779  -0.17
C -0.501047 4.079598 2.247396  0.04
C -0.750044 5.014329 1.250959  0.02
C -0.775995 4.607084 -0.074390  0.00
C -0.505884 3.283935 -0.362089  -0.09
N -0.249833 2.382563 0.595371  0.00
H 0.280726 -1.519045 4.949916  0.13
H -0.210749 0.662267 6.068060  0.14
H -0.463364 2.696550 4.681918  0.13
H 0.530552 -1.557941 2.481774  0.13
H -0.483873 4.381092 3.284528  0.13
H -0.926524 6.049799 1.510372  0.14
H -0.986661 5.301078 -0.875339  0.13
H -0.478550 2.927969 -1.385057  0.13
C 4.862259 -1.547938 -0.627995  -0.05
C 4.910669 -0.437517 0.410658  -0.18
N 4.521440 0.869273 -0.149482  -0.05
C 5.654620 1.740995 -0.536812  -0.17
C 6.127988 2.605805 0.619001  -0.04
C 3.265560 1.237362 -0.272293  -0.36
C 2.945103 2.571032 -0.868985  0.03
N 2.251180 0.442114 0.094356  0.03
H 5.188882 -2.485895 -0.181580  0.09
H 5.528719 -1.324348 -1.460447  0.09
H 3.859219 -1.691867 -1.032607  0.07
H 5.922152 -0.318872 0.793649  0.13
H 4.292928 -0.655284 1.285651  0.12
H 5.376449 2.338377 -1.400417  0.12
H 6.449289 1.073541 -0.867296  0.13
H 5.341550 3.273223 0.972776  0.07
H 6.967914 3.218614 0.295209  0.10
H 6.465149 1.996903 1.457993  0.09
H 3.416677 2.679047 -1.844315  0.11
H 3.304596 3.380811 -0.234062  0.11
H 1.874871 2.671159 -1.001371  0.05
H 2.592981 -0.440632 0.466667  0.06
I -4.866505 -1.171734 -1.620739  0.41
I -6.748645 -2.448422 -2.804052  0.59

Cartesian forces, eV/Å:
0.128 0.179 0.064
0.002 0.003 0.002
0.006 -0.004 -0.001
0.046 0.011 0.006
-0.032 -0.013 -0.003
-0.033 -0.050 -0.003
0.065 0.014 0.002
-0.035 0.001 0.016
-0.038 -0.011 0.001
0.004 0.002 -0.007
-0.019 -0.001 0.003
-0.002 -0.015 -0.005
0.203 0.063 0.016
0.003 0.001 0.002
0.000 -0.001 0.000
-0.003 0.001 -0.003
-0.013 -0.002 -0.001
-0.019 -0.005 0.002
-0.006 -0.001 0.000
0.012 0.004 0.000
0.006 0.002 -0.001
0.003 -0.003 -0.003
0.000 0.027 0.048
0.013 0.007 0.024
0.002 -0.027 -0.029
0.012 -0.009 0.004
-0.030 -0.040 -0.098
0.005 0.019 0.030
0.019 -0.079 0.009
0.001 0.000 0.000
0.002 -0.001 0.002
-0.001 0.003 0.001
-0.001 0.002 0.001
-0.005 -0.008 -0.006
-0.014 0.020 0.021
-0.004 0.007 -0.024
0.001 0.004 -0.005
0.005 -0.006 0.002
-0.006 0.000 0.003
-0.017 -0.009 -0.009
0.017 -0.001 -0.009
-0.004 0.012 0.026
0.006 0.021 0.046
-0.287 -0.126 -0.129
0.007 0.006 0.005

Computed properties:
LUMO level (alpha / beta): -10.67 / -12.84 eV
Largest force on an atom: 0.0066 Eh/bohr
ΔE to the lowest compared entry with this formula, charge and spin: 216.7 kJ/mol
Highest occupied orbital energy (alpha / beta): -17.118 / -17.118 eV
Total charge: +3
2S+1: 2
Total energy: -73470.91109 eV
Expectation value of S²: 0.756